No. 1
Computed, not measured: 2 unconnected molecules or ions with the total composition C9H18N4O, with wB97M-V/def2-TZVPD.

```
32
C9H18N4O | the OMol25 dataset | wB97M-V/def2-TZVPD
C 4.44 0.85 0.64
C 3.28 1.03 -0.30
C -2.51 0.47 0.97
C -2.70 -1.07 0.94
C -1.11 0.85 1.29
C -1.89 -1.66 -0.20
C -0.28 0.23 0.15
C -2.40 -1.52 -1.57
C -0.39 1.04 -1.13
N 5.18 1.80 1.02
N 3.48 -1.16 0.28
N 2.87 -0.36 -0.42
N -0.45 -1.20 0.01
O 4.55 -0.53 0.90
H 2.44 1.62 -0.01
H 3.56 1.26 -1.35
H -2.86 1.02 -0.04
H -3.20 1.09 1.61
H -2.43 -1.51 1.97
H -3.76 -1.38 0.86
H -0.98 1.91 1.37
H -0.73 0.43 2.25
H -1.95 -2.76 0.12
H 0.85 0.30 0.41
H -3.48 -1.79 -1.78
H -1.77 -1.98 -2.38
H -2.46 -0.59 -2.00
H 0.24 1.89 -1.15
H -1.49 1.51 -1.35
H -0.11 0.28 -1.86
H 6.00 1.43 1.55
H 0.04 -1.51 -0.80
```

Summary:
Maximum force, eV Å⁻¹: 3.66
HOMO-LUMO gap, eV: 9.309

No. 2
Computed, not measured: a molecular structure, C6H9FO, with wB97M-V/def2-TZVPD.

```
17
C6H9FO | the OMol25 dataset | wB97M-V/def2-TZVPD
C -0.03 1.77 -1.13
C 0.03 0.51 -0.30
C -0.39 0.37 1.17
C -0.28 -1.14 0.84
C 1.21 -1.22 0.47
C -0.84 -0.73 -0.54
H 0.69 2.50 -0.70
H -1.07 2.23 -1.11
H 0.27 1.55 -2.17
H -1.40 0.68 1.36
H 0.29 0.74 1.92
H -0.74 -1.93 1.43
H 1.47 -2.09 -0.14
H 1.86 -1.18 1.35
H -1.90 -0.52 -0.54
O 1.36 -0.02 -0.31
F -0.54 -1.52 -1.62
```

Summary:
Maximum force, eV Å⁻¹: 1.57
HOMO-LUMO gap, eV: 10.501

No. 3
Computed, not measured: C6H15NO in the gas phase, with wB97M-V/def2-TZVPD.

```
23
C6H15NO | the OMol25 dataset | wB97M-V/def2-TZVPD
C 0.85 0.54 0.49
C -0.74 -0.33 -1.34
C 0.42 -0.70 -0.25
C 1.86 -1.01 2.25
C -0.48 0.92 -2.17
C -2.14 -0.33 -0.74
N -0.09 1.14 1.37
O 2.09 -0.02 1.27
H 1.27 1.28 -0.18
H -0.69 -1.19 -2.02
H -0.59 1.89 0.92
H 0.38 1.50 2.19
H 1.25 -1.10 -0.83
H 0.01 -1.47 0.41
H 1.64 -1.99 1.80
H 1.03 -0.74 2.93
H 2.76 -1.13 2.87
H 0.54 0.95 -2.54
H -1.15 0.95 -3.04
H -2.90 -0.28 -1.53
H -0.67 1.84 -1.60
H -2.33 -1.25 -0.17
H -2.32 0.53 -0.08
```

Summary:
Maximum force, eV Å⁻¹: 3.79
HOMO-LUMO gap, eV: 10.328

No. 4
Computed, not measured: 2 unconnected molecules or ions with the total composition C5H12NO2, with wB97M-V/def2-TZVPD.

```
20
C5H12NO2 | the OMol25 dataset | wB97M-V/def2-TZVPD
C 1.57 0.73 2.33
C 0.60 0.33 1.45
C -0.71 -0.63 -1.91
C -1.61 1.03 -0.54
C 0.61 0.05 0.06
N -0.72 -0.09 -0.55
O 0.43 -2.03 0.35
O 1.69 0.19 -0.76
H 1.38 0.88 3.35
H 2.74 0.62 2.04
H -0.50 0.36 1.79
H -1.81 -0.80 -2.21
H -0.28 0.04 -2.64
H -0.16 -1.50 -1.84
H -1.66 1.49 0.43
H -1.54 1.62 -1.49
H -2.61 0.53 -0.66
H -0.87 -0.86 0.03
H 0.94 -2.29 1.08
H 2.49 0.36 -0.31
```

Summary:
Charge: +1
Maximum force, eV Å⁻¹: 5.29
HOMO-LUMO gap (spin up / spin down), eV: 8.507 / 8.512

No. 5
Computed, not measured: a molecular structure, C15H14EuN2O2S2, with wB97M-V/def2-TZVPD.

```
36
C15H14EuN2O2S2 | the OMol25 dataset | wB97M-V/def2-TZVPD
C 0.06 -1.32 -1.98
C -1.28 -1.42 -1.45
C -1.21 -2.08 -0.17
C 0.19 -2.38 0.11
C 0.97 -1.91 -1.02
Eu -0.03 -0.03 0.09
C -1.02 1.65 -0.96
C 0.39 1.88 -1.41
C 0.75 2.45 -2.63
N 1.37 1.36 -0.53
H -2.03 -2.27 0.50
H -2.17 -1.05 -1.92
H 0.57 -2.83 1.00
H 2.04 -1.95 -1.10
H 0.34 -0.81 -2.88
H -1.77 1.62 -1.71
H 2.30 1.43 -0.74
H -1.26 2.25 -0.07
H -0.02 2.88 -3.26
H 1.79 2.53 -2.91
O 2.25 2.21 4.69
S 1.95 0.80 4.55
O 3.00 -0.02 3.96
N 0.85 0.87 3.17
C -0.35 0.39 3.37
S -1.60 0.46 2.17
C -0.56 -0.12 4.74
C -1.71 -0.68 5.28
C -1.72 -1.09 6.61
C -0.57 -0.94 7.40
C 0.59 -0.38 6.87
C 0.58 0.02 5.53
H -2.61 -0.79 4.66
H -2.62 -1.52 7.04
H -0.58 -1.26 8.45
H 1.49 -0.26 7.47
```

Summary:
Charge: -1
<S²>: 12.020
Maximum force, eV Å⁻¹: 6.56
HOMO-LUMO gap (spin up / spin down), eV: 5.467 / 5.468
Spin multiplicity: 7

No. 6
Computed, not measured: a molecular structure, C38H33BFeN10O2S3, with wB97M-V/def2-TZVPD.

```
88
C38H33BFeN10O2S3 | the OMol25 dataset | wB97M-V/def2-TZVPD
Fe -0.19 0.16 -0.24
C 2.80 -0.06 2.96
C 1.64 0.42 2.14
N 1.37 -0.13 1.00
N 2.22 -1.18 0.62
C 3.06 -0.88 -0.28
S 3.22 0.73 -1.04
S 4.22 -2.04 -0.89
C 3.79 -3.50 0.12
C 2.62 -4.29 -0.41
C 1.36 -4.18 0.17
C 0.30 -4.92 -0.31
C 0.49 -5.79 -1.38
C 1.74 -5.91 -1.97
C 2.80 -5.16 -1.48
C 0.85 1.53 2.66
C 1.16 2.06 3.94
C 0.49 3.12 4.48
C -0.54 3.72 3.75
C -0.88 3.24 2.51
C -0.21 2.13 1.92
O -0.59 1.75 0.75
H 3.29 -0.92 2.52
H 2.46 -0.34 3.96
H 3.54 0.74 3.08
H 3.63 -3.16 1.14
H 4.71 -4.10 0.09
H 1.21 -3.50 1.00
H -0.68 -4.82 0.13
H -0.35 -6.36 -1.76
H 1.90 -6.58 -2.80
H 3.78 -5.25 -1.94
H 1.96 1.62 4.51
H 0.76 3.49 5.46
H -1.08 4.56 4.16
H -1.67 3.69 1.93
C 0.55 -2.70 -3.34
C 1.00 -1.68 -2.51
N 0.09 -1.37 -1.58
N -0.96 -2.17 -1.82
C -0.72 -2.98 -2.87
B -2.28 -2.04 -1.04
N -1.98 -2.09 0.47
C -2.48 -2.83 1.48
C -1.98 -2.33 2.66
C -1.18 -1.26 2.29
N -1.17 -1.12 0.97
N -2.86 -0.63 -1.30
C -4.14 -0.21 -1.36
C -4.16 1.16 -1.19
C -2.82 1.50 -0.99
N -2.04 0.43 -1.07
N -3.24 -3.11 -1.52
C -3.99 -3.11 -2.64
C -4.45 -4.39 -2.85
C -3.89 -5.13 -1.79
N -3.16 -4.36 -1.00
H 1.07 -3.17 -4.15
H 1.94 -1.16 -2.56
H -1.44 -3.71 -3.19
H -3.13 -3.66 1.27
H -2.18 -2.69 3.66
H -0.62 -0.57 2.91
H -4.94 -0.91 -1.50
H -5.01 1.81 -1.20
H -2.38 2.46 -0.78
H -4.13 -2.22 -3.22
H -5.09 -4.74 -3.64
H -4.00 -6.18 -1.57
C -3.30 7.04 -6.50
C -2.47 6.17 -5.59
O -1.31 6.35 -5.35
S -3.42 4.81 -4.90
C -2.18 3.93 -4.01
C -1.88 2.62 -4.38
C -0.95 1.89 -3.67
C -0.30 2.47 -2.58
C -0.59 3.78 -2.21
C -1.53 4.51 -2.92
C 0.65 1.70 -1.83
C 1.58 1.11 -1.31
H -3.04 8.08 -6.32
H -4.37 6.88 -6.36
H -3.03 6.79 -7.53
H -2.39 2.18 -5.23
H -0.73 0.86 -3.94
H -0.09 4.22 -1.36
H -1.76 5.52 -2.64
```

Summary:
Maximum force, eV Å⁻¹: 0.44
HOMO-LUMO gap, eV: 7.343

No. 7
Computed, not measured: 2 unconnected molecules or ions with the total composition C3H9NO, with wB97M-V/def2-TZVPD.

```
14
C3H9NO | the OMol25 dataset | wB97M-V/def2-TZVPD
C 1.71 1.19 0.43
O 2.60 0.34 -0.26
H 3.46 0.40 0.18
H 1.65 0.91 1.48
H 2.07 2.23 0.37
H -0.50 0.42 -0.67
N -2.58 -0.09 -0.30
C -1.26 -0.44 -0.46
C -0.77 -1.68 -0.39
H -3.14 -0.78 0.19
H -2.73 0.84 0.07
H 0.60 1.04 0.08
H 0.27 -1.86 -0.62
H -1.38 -2.53 -0.10
```

Summary:
Maximum force, eV Å⁻¹: 2.92
HOMO-LUMO gap, eV: 9.170

No. 8
Computed, not measured: C6H8F2 in the gas phase, with wB97M-V/def2-TZVPD.

```
16
C6H8F2 | the OMol25 dataset | wB97M-V/def2-TZVPD
C -3.21 -0.91 0.18
C -1.77 -0.77 -0.21
C -1.11 0.56 0.02
C 0.18 0.96 0.11
C 1.36 0.36 0.25
C 1.83 -0.73 -0.32
H -3.79 -1.80 -0.22
H -3.83 0.10 -0.08
H -3.27 -0.81 1.30
H -1.29 -1.64 0.25
H -1.81 -1.29 -1.29
H -1.94 1.30 0.01
H 1.76 0.55 1.29
H 1.33 -1.33 -1.16
F 0.36 2.26 -0.18
F 2.89 -1.37 0.14
```

Summary:
Maximum force, eV Å⁻¹: 7.83
HOMO-LUMO gap, eV: 9.819

No. 9
Computed, not measured: 2 unconnected molecules or ions with the total composition C5H8ClNO4, with wB97M-V/def2-TZVPD.

```
19
C5H8ClNO4 | the OMol25 dataset | wB97M-V/def2-TZVPD
C -0.20 2.26 -0.16
C -1.64 2.45 -0.35
C -0.73 -2.52 0.61
C 0.16 -2.30 -0.57
C 2.04 0.24 -0.42
N 1.25 0.36 0.60
O -0.05 0.96 0.35
O 0.72 2.96 -0.44
O 1.40 -0.06 1.73
O -0.03 -1.57 -1.51
Cl 3.57 -0.45 -0.14
H -1.91 3.32 -0.91
H -2.05 2.80 0.55
H -2.05 1.57 -0.64
H -0.46 -2.21 1.64
H -0.99 -3.54 0.72
H -1.77 -2.00 0.63
H 1.18 -2.80 -0.38
H 1.57 0.50 -1.31
```

Summary:
Maximum force, eV Å⁻¹: 3.79
HOMO-LUMO gap, eV: 10.009

No. 10
Computed, not measured: 2 unconnected molecules or ions with the total composition C2H8O2P2S, with wB97M-V/def2-TZVPD.

```
15
C2H8O2P2S | the OMol25 dataset | wB97M-V/def2-TZVPD
C 2.00 -0.03 -1.40
C 2.11 0.26 -0.09
O -2.36 0.11 -2.47
O -1.17 1.22 -0.53
P -1.65 -0.81 1.73
P -3.27 -0.49 0.44
S -1.72 -0.18 -1.16
H 1.79 0.64 -2.11
H 2.13 -1.03 -1.75
H -1.65 1.94 -0.99
H 1.89 1.10 0.43
H 2.41 -0.50 0.64
H -2.49 -1.09 2.84
H -1.64 0.51 1.92
H -3.47 -1.54 -0.33
```

Summary:
Maximum force, eV Å⁻¹: 3.91
HOMO-LUMO gap, eV: 9.132

No. 11
Computed, not measured: 2 unconnected molecules or ions with the total composition C5H13NO, with wB97M-V/def2-TZVPD.

```
20
C5H13NO | the OMol25 dataset | wB97M-V/def2-TZVPD
C -2.21 -0.50 -0.42
C -1.39 -0.12 -1.63
C 0.04 0.28 -1.21
C 0.93 -0.90 -0.91
C 1.49 -1.13 0.26
N 1.15 -1.79 -1.99
H -2.20 0.31 0.30
H -3.23 -0.82 -0.64
H -1.71 -1.33 0.09
H -1.78 0.74 -2.18
H -1.31 -0.91 -2.38
H -0.01 0.96 -0.35
H 0.53 0.82 -2.03
H 1.47 -0.43 1.09
H 2.10 -2.01 0.42
H 0.96 -1.41 -2.90
H 0.82 -2.72 -1.82
H 1.51 4.03 4.75
H 1.67 3.08 5.93
O 1.14 3.83 5.62
```

Summary:
Maximum force, eV Å⁻¹: 0.98
HOMO-LUMO gap, eV: 9.233

No. 12
Computed, not measured: 3 unconnected molecules or ions with the total composition C14H17F16N5O2PS, with wB97M-V/def2-TZVPD.

```
56
C14H17F16N5O2PS | the OMol25 dataset | wB97M-V/def2-TZVPD
N -2.26 -2.23 -2.74
C -1.96 -1.35 -3.54
C -0.64 -0.60 -3.31
C -0.97 0.63 -2.49
N -2.22 1.03 -2.57
C -2.27 2.09 -1.74
N -3.42 2.74 -1.55
P -3.56 4.09 -0.48
S -5.17 5.13 -0.73
N -1.10 2.33 -1.22
N -0.25 1.39 -1.68
H -3.15 -2.65 -3.00
H -2.59 -1.07 -4.39
H -0.20 -0.36 -4.28
H -0.02 -1.32 -2.77
H -4.19 2.39 -2.10
H -2.44 4.95 -0.58
H -3.60 3.57 0.82
H -0.89 3.09 -0.59
H 0.73 1.29 -1.48
C 3.48 -1.55 -3.23
C 3.64 -0.79 -1.91
C 5.07 -0.55 -1.42
F 5.72 -1.70 -1.18
F 5.03 0.14 -0.25
F 2.90 -1.39 -0.96
F 3.07 0.44 -2.12
O 3.19 -2.93 -3.12
C 4.23 -3.83 -2.96
C 4.18 -4.55 -1.61
F 4.22 -3.67 -0.59
F 5.24 -5.37 -1.49
F 5.41 -3.22 -3.17
F 4.10 -4.75 -3.94
H 2.60 -1.12 -3.70
H 4.30 -1.37 -3.93
H 5.64 0.04 -2.14
H 3.26 -5.14 -1.53
C -2.21 -0.47 3.99
C -2.67 0.62 3.00
C -1.58 1.56 2.49
F -1.01 2.26 3.48
F -2.15 2.48 1.63
F -3.69 1.31 3.54
F -3.18 -0.02 1.90
O -2.42 -0.22 5.36
C -1.47 0.53 6.03
C -2.03 1.87 6.52
F -2.49 2.60 5.49
F -1.05 2.58 7.13
F -0.36 0.69 5.27
F -1.10 -0.20 7.10
H -2.85 -1.34 3.78
H -1.20 -0.81 3.78
H -0.81 1.02 1.95
H -2.85 1.70 7.23
```

Summary:
Charge: +1
Maximum force, eV Å⁻¹: 3.38
HOMO-LUMO gap, eV: 8.781